Entry 1:
Molecular formula: C5H4ClFO
Method: DFT, ωB97M-V/def2-TZVPD

```
12
C5H4ClFO (ωB97M-V/def2-TZVPD)
F 1.81 -1.23 0.00
C 0.76 -0.38 0.01
Cl 1.25 1.30 -0.02
C -0.44 -0.91 -0.71
O -1.41 0.00 -1.16
C -1.99 0.53 -0.03
C -1.47 0.11 1.14
C -0.38 -0.87 0.84
H -0.37 -1.85 -1.28
H -2.77 1.25 -0.28
H -1.85 0.38 2.13
H -0.23 -1.77 1.46
```

Results
Energy relative to the best compared isomer or geometry (same formula, charge and spin): 127.8 kJ/mol
Net charge: 0
SMILES string: F[C@@]1(Cl)[C@@H]2OC=C[C@@H]21

=====

Entry 2:
Molecular formula: C5H8OS
Method: DFT, ωB97M-V/def2-TZVPD

```
15
C5H8OS (ωB97M-V/def2-TZVPD)
C 0.50 1.44 -0.27
C 1.06 0.18 -0.06
C -1.55 0.00 -0.46
C 2.52 0.14 0.13
C -2.47 -0.99 0.17
O 0.44 -0.92 0.01
S -1.19 1.50 0.09
H 1.22 2.18 -0.17
H -1.32 -0.40 -1.49
H 2.83 -0.01 1.11
H 3.10 0.98 0.01
H 3.10 -0.56 -0.34
H -2.65 -0.65 1.29
H -2.18 -2.07 0.18
H -3.40 -0.83 -0.21
```

Results
Energy relative to the best compared isomer or geometry (same formula, charge and spin): 337.3 kJ/mol
Net charge: 0

=====

Entry 3:
Molecular formula: C31H54BeClFN2O12SV
Method: DFT, ωB97M-V/def2-TZVPD

```
104
C31H54BeClFN2O12SV (ωB97M-V/def2-TZVPD)
C -5.94 0.64 5.58
C -7.33 0.81 4.79
N -7.27 1.90 3.73
C -5.98 1.67 3.06
C -4.87 2.59 3.14
O -4.96 3.81 3.89
C -3.49 2.19 2.40
O -2.80 3.04 1.80
C -3.09 0.63 2.57
C -1.60 0.11 2.83
C -0.58 1.23 3.37
C 0.75 1.40 2.50
C 0.54 1.33 0.90
C 1.14 -0.09 0.44
C 0.25 -0.91 -0.67
C 0.10 -0.02 -2.09
C -0.21 -1.13 -3.22
O 0.10 -0.52 -4.51
C -0.63 0.70 -4.67
C 0.07 2.04 -5.24
O -1.86 0.80 -4.40
C -4.20 -0.27 2.44
C -4.09 -1.85 2.55
C -3.51 -2.64 3.75
C -3.50 -4.20 3.76
C -4.08 -5.02 2.58
C -4.66 -4.23 1.34
C -4.67 -2.66 1.33
C -5.69 0.33 2.22
O -6.55 -0.20 1.49
H -5.35 1.62 5.71
H -6.10 0.24 6.65
H -5.21 -0.09 5.09
H -8.18 0.96 5.53
H -7.53 -0.21 4.27
H -7.19 2.77 4.27
H -5.60 4.42 3.46
H -1.26 -0.45 1.90
H -1.69 -0.69 3.66
H -1.03 2.27 3.51
H -0.23 0.90 4.43
H 1.61 0.70 2.87
H 1.15 2.48 2.72
H 1.11 2.16 0.31
H -0.53 1.37 0.57
H 2.24 0.01 0.11
H 1.11 -0.73 1.40
H 0.85 -1.88 -0.86
H -0.75 -1.18 -0.20
H -0.82 0.77 -1.97
H 1.12 0.51 -2.22
H 0.46 -2.04 -2.99
H -1.32 -1.43 -3.12
H 1.21 1.98 -5.20
H -0.28 2.94 -4.62
H -0.32 2.22 -6.31
H -3.11 -2.02 4.63
H -3.07 -4.69 4.70
H -4.09 -6.17 2.63
H -5.10 -4.83 0.47
H -5.13 -2.17 0.41
O -4.83 3.41 7.01
H -4.77 3.40 6.05
N -3.20 3.29 -5.99
H -3.71 2.83 -6.75
H -3.85 3.89 -5.47
H -2.80 2.59 -5.36
H -2.45 3.87 -6.39
O 3.91 0.72 3.40
S 5.34 0.56 3.26
O 6.09 -0.33 4.12
O 6.03 2.02 3.28
C 5.76 2.89 4.38
C 6.55 2.50 5.61
C 5.70 0.16 1.58
H 4.69 2.92 4.58
H 6.06 3.89 4.06
H 6.21 1.54 6.01
H 6.44 3.25 6.39
H 7.61 2.39 5.38
H 5.18 0.86 0.93
H 5.35 -0.86 1.39
H 6.78 0.21 1.43
O 3.91 -0.03 -5.56
V 3.45 0.50 -3.97
O 2.98 1.05 -2.38
C 3.92 -2.86 -7.20
C 5.33 -2.74 -6.63
O 5.92 -4.00 -6.33
C 6.08 -4.90 -7.42
C 6.95 -4.36 -8.53
H 3.27 -3.40 -6.50
H 3.50 -1.87 -7.37
H 3.91 -3.40 -8.15
H 5.28 -2.19 -5.69
H 5.98 -2.17 -7.30
H 5.10 -5.21 -7.80
H 6.55 -5.80 -7.01
H 6.52 -3.46 -8.99
H 7.07 -5.11 -9.32
H 7.94 -4.09 -8.15
Cl -1.44 2.13 -1.46
F -3.51 0.92 6.36
Be 0.86 3.81 1.08
```

Results
Net charge: +1
Total energy: -112700.420 eV

=====

Entry 4:
Molecular formula: C2O
Method: DFT, ωB97M-V/def2-TZVPD

```
3
C2O (ωB97M-V/def2-TZVPD)
C -0.84 0.08 -0.24
C 0.83 -0.37 -0.32
O 0.05 0.35 0.68
```

Results
Energy relative to the best compared isomer or geometry (same formula, charge and spin): 59.7 kJ/mol
Net charge: 0
SMILES string: C1#CO1

=====

Entry 5:
Molecular formula: C3H8NO2
Method: DFT, ωB97M-V/def2-TZVPD

```
14
C3H8NO2 (ωB97M-V/def2-TZVPD)
N 1.00 0.65 0.97
C 0.17 -0.22 0.12
C 0.70 -0.34 -1.40
O 0.40 -1.36 -2.22
C -1.29 0.09 0.32
O -2.12 -0.38 1.50
H 1.22 1.57 0.56
H 2.01 0.18 0.81
H 0.30 -1.24 0.48
H 1.79 -0.62 -1.29
H 0.57 0.75 -1.83
H -1.72 -0.29 -0.60
H -1.30 1.27 0.28
H -1.72 -0.06 2.30
```

Results
Energy relative to the best compared isomer or geometry (same formula, charge and spin): 368.7 kJ/mol
Net charge: -1
SMILES string: N[C@H](C[O-])CO

=====

Entry 6:
Molecular formula: C4H13NOS2
Method: DFT, ωB97M-V/def2-TZVPD

```
21
C4H13NOS2 (ωB97M-V/def2-TZVPD)
N 0.73 -1.41 -2.41
C 0.00 -0.50 -1.53
C -0.47 -1.31 -0.33
C 0.78 0.71 -1.04
S 1.89 0.41 0.27
S -2.20 0.92 0.22
C -1.17 1.80 1.32
H 1.61 -1.66 -1.98
H 0.92 -0.97 -3.31
H -0.81 -0.08 -2.11
H -0.56 -0.71 0.58
H -1.48 -1.66 -0.55
H 0.18 -2.17 -0.21
H 1.12 1.30 -1.90
H 0.00 1.40 -0.62
H -0.26 1.16 1.47
H -1.58 1.89 2.33
H -0.73 2.75 1.02
H 1.16 -0.58 2.27
H 0.42 -0.95 3.64
O 0.46 -0.33 2.90
```

Results
Energy relative to the best compared isomer or geometry (same formula, charge and spin): 457.7 kJ/mol
Net charge: 0